# 1
This record from the OMol25 dataset describes a cluster of 2 separate species, CH7NS in total at a distorted geometry. The level of theory is ωB97M-V/def2-TZVPD.

Its net charge is -1. Its spin multiplicity is 2. As for the expectation value of S²: 0.750. The calculation puts the LUMO energy (alpha / beta) at 4.0 / 4.2 eV. Its largest force on an atom is 1.61 eV/A. As for the relative energy (zero: lowest compared OMol25 entry of this formula, charge and spin): 20.72 kJ/mol.

```
10
CH7NS | the OMol25 dataset | ωB97M-V/def2-TZVPD
S -1.717 -2.070 2.094
N 0.755 0.362 -1.815
C 0.219 0.808 -0.492
H -0.826 0.500 -0.394
H 0.684 0.272 0.345
H 0.219 1.844 -0.136
H -1.431 -0.977 2.817
H 1.546 -0.181 -1.493
H 1.182 1.165 -2.255
H -0.630 -1.723 1.329
```

Atom charges from the Mulliken analysis, given in e for atoms 1 to 4: -1.330, -0.574, -1.661, 0.402

=====

# 2
This record from the OMol25 dataset describes an isolated molecule of C17H20FNO3. The level of theory is ωB97M-V/def2-TZVPD.

Its net charge is 0. Its spin multiplicity is 1. The calculation puts the LUMO energy at 0.7 eV. Its largest force on an atom is 0.87 eV/A. As for the relative energy (zero: lowest compared OMol25 entry of this formula, charge and spin): 154.40 kJ/mol. Its structure (SMILES) is O=C(COC(=O)C1(c2ccc(F)cc2)CCCC1)NC1CC1.

```
42
C17H20FNO3 | the OMol25 dataset | ωB97M-V/def2-TZVPD
F 0.045 4.773 0.305
O -0.182 -1.276 1.284
O -0.121 -2.079 -0.806
O -3.329 -0.478 1.842
N -2.719 -1.051 -0.280
C 3.700 -1.539 -1.024
C -0.266 2.600 -0.553
C -4.957 0.182 -0.536
C 1.547 3.082 0.963
C 0.151 1.285 -0.610
C -1.427 -1.923 1.547
C -3.627 -0.263 -1.063
C 0.440 3.485 0.241
C 2.378 -0.845 -1.361
C 2.635 -1.136 1.063
C -2.610 -1.060 1.060
C 1.251 0.841 0.122
C 4.005 -1.071 0.396
C 0.364 -1.416 0.081
C 1.655 -0.616 -0.011
C -3.865 1.187 -0.752
C 1.946 1.758 0.898
H -1.122 2.942 -1.112
H -5.200 -0.067 0.483
H 2.815 1.458 1.461
H 4.488 -1.283 -1.730
H -3.942 1.879 -1.577
H -3.570 -0.553 -2.105
H 2.084 3.797 1.565
H -2.033 -1.581 -0.806
H -1.446 -2.906 1.064
H 2.564 -0.580 1.994
H 3.569 -2.622 -1.032
H -1.486 -2.021 2.631
H -5.795 0.167 -1.216
H -3.388 1.589 0.128
H -0.387 0.594 -1.242
H 2.564 0.115 -1.842
H 2.398 -2.179 1.283
H 4.741 -1.697 0.898
H 1.759 -1.446 -2.026
H 4.374 -0.045 0.377
```

Atom charges from the Mulliken analysis, given in e for atoms 1 to 4: -0.343, -0.294, -0.737, -0.647

=====

# 3
This record from the OMol25 dataset describes a structure of composition C24H23Cl4EuF5N2O4S2 at a distorted geometry. The level of theory is ωB97M-V/def2-TZVPD.

Its net charge is -2. Its spin multiplicity is 8. As for the expectation value of S²: 15.759. The calculation puts the LUMO energy (alpha / beta) at 4.1 / 4.1 eV. Its largest force on an atom is 4.16 eV/A. As for the relative energy (zero: lowest compared OMol25 entry of this formula, charge and spin): 34.13 kJ/mol.

```
65
C24H23Cl4EuF5N2O4S2 | the OMol25 dataset | ωB97M-V/def2-TZVPD
Eu 1.867 -1.170 -1.689
Cl 0.111 -4.857 1.917
Cl -3.391 -6.174 -1.839
Cl -1.767 -4.570 -4.061
Cl -2.461 -5.998 1.095
S 1.025 -0.971 1.746
S 0.994 1.907 -3.151
F 5.611 -2.026 -2.422
F 5.451 -0.051 -1.253
F 4.822 -1.806 0.985
F 6.814 -1.582 0.077
F 5.614 -3.307 -0.359
O 1.460 -0.012 0.583
O 0.391 -2.799 -2.838
O -0.492 -0.116 -1.405
O 1.193 -2.904 -0.324
N 1.212 3.133 -0.773
N -0.845 2.188 -1.137
C -0.041 4.600 0.839
C -5.027 -0.128 0.497
C 0.857 3.388 0.646
C -3.013 -0.742 -0.576
C 2.534 3.654 -1.146
C -1.537 -5.314 -0.192
C 0.473 2.369 -1.628
C 0.523 0.067 3.131
C -0.733 -1.454 1.400
C -0.891 0.599 2.833
C -1.168 0.918 -1.072
C -1.619 -0.653 2.387
C -4.594 1.205 0.497
C -0.186 -3.654 -2.074
C -3.385 1.589 -0.045
C -4.250 -1.120 -0.110
C -1.978 -5.250 -1.487
C -2.579 0.571 -0.567
C 2.431 5.054 -1.692
C -1.231 -4.493 -2.424
C 5.564 -2.007 -0.163
C -0.344 -4.642 0.230
C 4.902 -1.284 -1.369
C 0.251 -3.713 -0.646
H 2.799 3.066 -2.012
H -1.803 -1.275 3.257
H 1.255 0.845 3.210
H -1.327 1.103 3.750
H -0.839 1.399 2.125
H -2.339 -1.516 -1.046
H -6.053 -0.333 0.838
H -0.770 -1.212 0.320
H -5.216 1.970 0.944
H -2.552 -0.337 1.955
H 1.836 3.692 1.128
H -0.187 4.937 1.833
H 0.527 2.387 1.045
H -2.854 2.546 0.080
H -0.764 -2.579 1.419
H 2.134 5.799 -0.941
H 3.458 5.372 -1.970
H 0.475 5.397 0.286
H -4.631 -2.152 -0.173
H 1.683 5.051 -2.575
H 0.557 -0.561 3.915
H 3.148 3.487 -0.295
H -1.107 4.468 0.485
```

Atom charges from the Mulliken analysis, given in e for atoms 1 to 4: 1.202, -0.219, -0.261, -0.276

=====

# 4
This record from the OMol25 dataset describes a structure of composition C5H18ClNaO8 at a distorted geometry. The level of theory is ωB97M-V/def2-TZVPD.

Its net charge is 0. Its spin multiplicity is 1. The calculation puts the LUMO energy at -0.3 eV. Its largest force on an atom is 17.65 eV/A. As for the relative energy (zero: lowest compared OMol25 entry of this formula, charge and spin): 0.00 kJ/mol.

```
33
C5H18ClNaO8 | the OMol25 dataset | ωB97M-V/def2-TZVPD
Cl -1.374 2.395 -1.534
Na -0.179 0.403 -0.165
O 0.020 2.300 -1.914
O -1.592 3.573 -0.784
O -1.799 1.231 -0.824
O 0.646 1.536 0.993
O -1.212 -0.788 -0.469
O 1.178 0.639 -1.518
O -2.138 2.381 -2.733
O 0.418 -1.352 -0.015
C -2.234 -1.026 0.522
C 1.049 -0.684 -2.193
C -0.358 -0.255 2.302
C 0.913 0.601 2.045
C 1.849 -1.108 0.107
H -1.761 -1.641 1.288
H -3.046 -1.669 0.181
H -0.185 -0.939 3.133
H 1.827 0.007 2.065
H -0.536 -0.913 1.451
H 2.201 -1.420 1.091
H 0.750 2.434 1.318
H -1.262 0.321 2.502
H -1.544 -1.203 -1.269
H 1.138 1.157 2.956
H 0.365 -1.413 -1.758
H 2.096 0.893 -1.640
H 0.612 -0.416 -3.155
H 1.994 -0.028 0.097
H 0.200 -2.286 -0.015
H 2.037 -1.075 -2.437
H 2.552 -1.536 -0.608
H -2.627 -0.118 0.978
```

Atom charges from the Mulliken analysis, given in e for atoms 1 to 4: 1.985, 1.005, -0.681, -0.728

=====

# 5
This record from the OMol25 dataset describes a cluster of 2 separate species, C3H2IO3 in total at a distorted geometry. The level of theory is ωB97M-V/def2-TZVPD.

Its net charge is +1. Its spin multiplicity is 1. The calculation puts the LUMO energy at -5.2 eV. Its largest force on an atom is 4.75 eV/A. As for the relative energy (zero: lowest compared OMol25 entry of this formula, charge and spin): 201.37 kJ/mol.

```
9
C3H2IO3 | the OMol25 dataset | ωB97M-V/def2-TZVPD
I 2.763 0.875 0.251
O 0.053 -0.435 -0.511
O 0.706 -2.607 -0.802
O -3.099 -0.001 1.510
C 0.447 -1.522 -0.732
C 0.668 0.902 -0.297
C -1.961 -0.010 1.296
H 0.041 1.468 0.570
H 0.380 1.330 -1.285
```

Atom charges from the Mulliken analysis, given in e for atoms 1 to 4: 0.321, -0.033, -0.079, -0.150

=====

# 6
This record from the OMol25 dataset describes an isolated molecule of C3H10NP at a distorted geometry. The level of theory is ωB97M-V/def2-TZVPD.

Its net charge is 0. Its spin multiplicity is 3. As for the expectation value of S²: 2.007. The calculation puts the LUMO energy (alpha / beta) at 1.1 / -2.2 eV. Its largest force on an atom is 3.93 eV/A. As for the relative energy (zero: lowest compared OMol25 entry of this formula, charge and spin): 63.03 kJ/mol.

```
15
C3H10NP | the OMol25 dataset | ωB97M-V/def2-TZVPD
P 2.412 0.060 0.068
N 0.847 0.725 -0.222
C -0.399 -1.460 -0.277
C -1.505 0.947 -0.097
C -0.277 -0.017 0.251
H 2.991 1.195 0.236
H -2.100 1.071 0.901
H 0.641 0.659 -1.275
H -1.326 -2.065 0.097
H -1.170 1.963 -0.437
H -0.397 -1.474 -1.327
H -0.099 0.027 1.394
H 2.003 -0.248 1.483
H 0.589 -2.011 -0.007
H -2.210 0.627 -0.790
```

Atom charges from the Mulliken analysis, given in e for atoms 1 to 4: 0.022, -0.572, -1.151, -1.164

=====

What did the third record say?
This record from the OMol25 dataset describes a structure of composition C24H23Cl4EuF5N2O4S2 at a distorted geometry. The level of theory is ωB97M-V/def2-TZVPD.

Its net charge is -2. Its spin multiplicity is 8. As for the expectation value of S²: 15.759. The calculation puts the LUMO energy (alpha / beta) at 4.1 / 4.1 eV. Its largest force on an atom is 4.16 eV/A. As for the relative energy (zero: lowest compared OMol25 entry of this formula, charge and spin): 34.13 kJ/mol.

```
65
C24H23Cl4EuF5N2O4S2 | the OMol25 dataset | ωB97M-V/def2-TZVPD
Eu 1.867 -1.170 -1.689
Cl 0.111 -4.857 1.917
Cl -3.391 -6.174 -1.839
Cl -1.767 -4.570 -4.061
Cl -2.461 -5.998 1.095
S 1.025 -0.971 1.746
S 0.994 1.907 -3.151
F 5.611 -2.026 -2.422
F 5.451 -0.051 -1.253
F 4.822 -1.806 0.985
F 6.814 -1.582 0.077
F 5.614 -3.307 -0.359
O 1.460 -0.012 0.583
O 0.391 -2.799 -2.838
O -0.492 -0.116 -1.405
O 1.193 -2.904 -0.324
N 1.212 3.133 -0.773
N -0.845 2.188 -1.137
C -0.041 4.600 0.839
C -5.027 -0.128 0.497
C 0.857 3.388 0.646
C -3.013 -0.742 -0.576
C 2.534 3.654 -1.146
C -1.537 -5.314 -0.192
C 0.473 2.369 -1.628
C 0.523 0.067 3.131
C -0.733 -1.454 1.400
C -0.891 0.599 2.833
C -1.168 0.918 -1.072
C -1.619 -0.653 2.387
C -4.594 1.205 0.497
C -0.186 -3.654 -2.074
C -3.385 1.589 -0.045
C -4.250 -1.120 -0.110
C -1.978 -5.250 -1.487
C -2.579 0.571 -0.567
C 2.431 5.054 -1.692
C -1.231 -4.493 -2.424
C 5.564 -2.007 -0.163
C -0.344 -4.642 0.230
C 4.902 -1.284 -1.369
C 0.251 -3.713 -0.646
H 2.799 3.066 -2.012
H -1.803 -1.275 3.257
H 1.255 0.845 3.210
H -1.327 1.103 3.750
H -0.839 1.399 2.125
H -2.339 -1.516 -1.046
H -6.053 -0.333 0.838
H -0.770 -1.212 0.320
H -5.216 1.970 0.944
H -2.552 -0.337 1.955
H 1.836 3.692 1.128
H -0.187 4.937 1.833
H 0.527 2.387 1.045
H -2.854 2.546 0.080
H -0.764 -2.579 1.419
H 2.134 5.799 -0.941
H 3.458 5.372 -1.970
H 0.475 5.397 0.286
H -4.631 -2.152 -0.173
H 1.683 5.051 -2.575
H 0.557 -0.561 3.915
H 3.148 3.487 -0.295
H -1.107 4.468 0.485
```

Atom charges from the Mulliken analysis, given in e for atoms 1 to 4: 1.202, -0.219, -0.261, -0.276

=====

Look up the relative energy (zero: lowest compared OMol25 entry of this formula, charge and spin) of the fifth one.
201.37 kJ/mol